[1]
Density functional theory data (the ωB97M-V functional and the def2-TZVPD basis) for a 2-piece molecular cluster, C3H10N2 overall.

Values from the calculation:
Orbital gap (spin up / spin down): 3.161 / 5.855 eV
Calculated total energy: -229.6406 Ha
Multiplicity: 2
Net charge: -1

Element x y z (Å)
C  1.20  2.11  -1.86
N  1.86  1.41  -1.11
H  0.94  1.94  -2.85
H  0.78  2.96  -1.35
H  2.58  1.93  -0.69
C  -1.82  -1.29  0.36
C  -0.37  -1.29  0.79
N  0.12  -0.18  1.59
H  -2.29  -1.22  1.40
H  -2.15  -2.34  -0.01
H  -2.08  -0.50  -0.47
H  0.41  -1.44  -0.05
H  -0.22  -2.44  1.28
H  -0.06  0.67  1.10
H  1.09  -0.32  1.86

=====

[2]
Density functional theory data (the ωB97M-V functional and the def2-TZVPD basis) for C7H12F3InO3 as an isolated structure.

Values from the calculation:
Orbital gap: 3.043 eV
Calculated total energy: -988.4891 Ha
Net charge: +2

Element x y z (Å)
In  -11.54  10.97  -11.25
C  -9.92  14.19  -12.52
O  -10.12  15.42  -11.85
O  -11.20  13.64  -12.49
C  -9.13  14.15  -13.85
F  -7.82  14.04  -13.66
F  -9.44  13.05  -14.62
F  -9.27  15.20  -14.70
C  -8.99  16.11  -11.32
C  -9.42  17.58  -11.16
H  -9.77  17.61  -10.13
H  -8.60  18.27  -11.36
H  -10.31  17.84  -11.74
H  -8.17  16.18  -12.05
H  -8.67  15.61  -10.41
H  -9.35  13.54  -11.86
C  -8.32  12.86  -7.83
C  -8.32  11.83  -8.89
O  -9.16  11.85  -9.81
C  -7.29  10.74  -8.74
H  -9.30  12.77  -7.36
H  -8.10  13.88  -8.15
H  -7.52  12.63  -7.12
H  -7.71  9.87  -8.24
H  -6.40  11.13  -8.25
H  -7.08  10.33  -9.73

=====

[3]
Density functional theory data (the ωB97M-V functional and the def2-TZVPD basis) for C29H22N4O5S2Ti as an isolated structure.

Values from the calculation:
Orbital gap (spin up / spin down): 7.150 / 7.197 eV
Calculated total energy: -3359.3168 Ha
Multiplicity: 2
Net charge: +1

Element x y z (Å)
Ti  0.75  -1.18  -0.25
O  3.92  -3.83  0.50
C  2.89  -3.01  0.61
O  2.67  -2.14  -0.21
C  2.10  -3.30  1.87
O  1.10  -2.34  2.13
C  -0.19  -2.94  2.29
C  -0.74  -3.36  0.92
O  -1.82  -3.88  0.81
O  0.09  -3.05  -0.05
H  4.38  -3.65  -0.34
H  1.69  -4.30  1.75
H  2.82  -3.34  2.70
H  -0.14  -3.79  2.97
H  -0.84  -2.18  2.73
S  -3.50  -1.53  -1.85
C  -3.73  -0.92  -0.24
C  -4.91  -0.73  0.47
C  -4.82  -0.22  1.75
C  -3.58  0.11  2.31
C  -2.41  -0.07  1.61
C  -2.49  -0.60  0.32
N  -1.42  -0.87  -0.52
C  -1.80  -1.34  -1.68
C  -0.81  -1.61  -2.72
C  -1.19  -1.93  -4.02
C  -0.21  -2.06  -4.99
C  1.13  -1.88  -4.66
C  1.49  -1.57  -3.35
C  0.53  -1.42  -2.35
H  -5.87  -0.98  0.04
H  -5.72  -0.07  2.33
H  -3.54  0.52  3.31
H  -1.45  0.19  2.03
H  -2.23  -2.06  -4.29
H  -0.48  -2.31  -6.01
H  1.89  -1.98  -5.42
H  2.54  -1.44  -3.11
N  1.16  3.31  0.13
C  0.13  3.93  -0.62
C  -0.23  5.24  -0.36
C  -1.26  5.82  -1.10
C  -1.92  5.08  -2.07
C  -1.57  3.75  -2.29
C  -0.52  3.19  -1.59
S  0.03  1.56  -1.97
N  0.75  1.07  -0.47
C  1.25  1.97  0.30
C  2.04  1.50  1.48
C  2.35  2.32  2.55
C  3.19  1.83  3.54
C  3.69  0.55  3.41
C  3.28  -0.21  2.33
N  2.46  0.24  1.39
H  1.71  3.90  0.73
H  0.28  5.81  0.40
H  -1.54  6.85  -0.92
H  -2.73  5.52  -2.64
H  -2.10  3.17  -3.04
H  1.94  3.32  2.65
H  3.45  2.45  4.39
H  4.36  0.13  4.14
H  3.64  -1.23  2.22

=====

[4]
Density functional theory data (the ωB97M-V functional and the def2-TZVPD basis) for a 2-piece molecular cluster, C13H17N3O2 overall.

Values from the calculation:
Orbital gap: 8.645 eV
Calculated total energy: -820.2614 Ha
SMILES: CC(=O)OCCC[C@H](C#N)CC#N.c1cc[nH]c1

Element x y z (Å)
C  0.73  -0.54  1.23
C  0.13  -0.84  -0.13
O  -0.20  -1.96  -0.39
O  0.03  0.12  -1.09
C  -0.40  1.41  -0.68
C  -1.91  1.62  -0.66
C  -2.57  1.43  0.72
C  -3.66  0.35  0.81
C  -3.44  -0.78  -0.05
N  -3.38  -1.51  -0.95
C  -5.03  0.99  0.54
C  -6.08  0.03  0.40
N  -6.95  -0.71  0.19
H  0.16  0.23  1.72
H  0.74  -1.44  1.79
H  1.76  -0.24  1.12
H  0.03  1.71  0.27
H  -0.01  2.09  -1.41
H  -2.40  1.05  -1.44
H  -2.03  2.66  -0.93
H  -1.82  1.26  1.47
H  -3.05  2.35  0.99
H  -3.67  -0.01  1.82
H  -5.25  1.66  1.35
H  -4.97  1.58  -0.36
N  4.23  -1.41  -1.00
C  4.97  -0.27  -1.10
C  6.19  -0.51  -0.52
C  6.18  -1.85  -0.06
C  4.96  -2.38  -0.37
H  3.29  -1.52  -1.34
H  4.57  0.62  -1.57
H  7.00  0.20  -0.44
H  6.98  -2.37  0.44
H  4.55  -3.36  -0.20

=====

[5]
Density functional theory data (the ωB97M-V functional and the def2-TZVPD basis) for a 2-piece molecular cluster, C2H3NO2 overall.

Values from the calculation:
Orbital gap: 11.000 eV
Calculated total energy: -283.2048 Ha
SMILES: N=C=O.C=O

Element x y z (Å)
C  -0.14  1.96  -0.08
C  -1.09  -0.67  0.84
N  -1.13  1.90  -0.77
O  0.92  2.07  0.38
O  -0.22  -0.99  0.12
H  -2.19  -0.56  0.41
H  -1.02  -0.33  1.95
H  -2.05  1.46  -0.59

=====

[6]
Density functional theory data (the ωB97M-V functional and the def2-TZVPD basis) for C12H14N2OS2 as an isolated structure.

Values from the calculation:
Orbital gap: 8.162 eV
Calculated total energy: -1446.4828 Ha

Element x y z (Å)
C  0.60  1.42  5.06
C  0.64  0.64  3.76
C  0.07  -0.55  3.54
S  0.37  -1.20  2.14
C  1.33  0.36  1.90
N  1.43  0.98  2.93
N  2.06  0.25  0.89
C  2.43  -0.19  -0.46
O  3.25  0.23  -1.22
C  1.48  -1.50  -0.74
C  0.30  -1.22  -1.17
H  -0.18  -0.44  -0.34
H  -0.62  -1.87  -1.18
C  0.15  -0.45  -2.53
C  -1.25  0.20  -2.82
C  -2.10  -0.42  -3.76
C  -3.50  0.33  -3.81
C  -3.53  1.13  -2.75
S  -2.02  1.27  -1.97
H  -4.31  1.68  -2.55
H  -4.04  0.24  -4.57
H  -1.68  -1.21  -4.51
H  0.54  -1.14  -3.31
H  0.79  0.29  -2.36
H  2.23  -1.90  -1.64
H  1.49  -2.17  0.07
H  2.58  1.28  0.88
H  -0.47  -1.08  4.29
H  1.63  1.54  5.61
H  -0.07  1.01  5.85
H  0.38  2.50  4.75

=====

Per-record energy relative to the best compared isomer or geometry (same formula, charge and spin), kJ/mol: 305.4 203.6 0.0 161.9 139.7 680.9